Formula: C8H13N3O
Source: OMol25
Level of theory: ωB97M-V with the def2-TZVPD basis set

Positions of all 25 atoms, in Å:
N 3.258 1.826 0.191
H -2.923 0.493 -1.316
O 3.837 -1.883 -0.254
H 0.650 -1.775 0.793
N 2.055 -0.323 0.163
H -0.776 1.153 -1.408
N -0.418 -0.275 0.153
C -1.653 -0.969 -0.053
H -2.523 -1.573 1.861
H -1.754 -0.136 -2.061
C 2.141 1.142 0.035
C 2.998 -1.131 -0.079
C 0.779 -0.713 0.834
H 4.258 1.394 0.247
H -3.167 -1.109 -1.618
C 0.913 1.629 -0.324
C -2.386 -0.424 -1.275
C -0.254 0.819 -0.538
H -2.279 0.089 1.660
C -2.594 -0.789 1.148
H 0.805 -0.296 1.915
H -3.648 -0.603 0.826
H 0.900 2.617 -0.774
H -1.479 -1.963 -0.157
H 3.260 2.797 0.032

## Properties
M, g/mol: 167.21
Net charge: +2
Kohn-Sham gap, eV: 8.037
LUMO level, eV: -9.441
Energy above the lowest of the compared OMol25 structures with the same formula, charge and spin, kJ/mol: 281.3